No. 1
DFT (the ωB97M-V functional and the def2-TZVPD basis) results for C5H6O2 as an isolated structure.

The geometry in ORCA input format:
```
! RIJCOSX wB97M-V def2-TZVPD def2/J DEFGRID3
* xyz 0 1
O 0.847 -0.448 -2.599
O 0.108 1.561 0.470
C 0.436 -0.526 -1.477
C -0.432 0.876 1.594
C 1.114 -0.637 -0.098
C -0.100 0.162 0.371
C -0.938 -0.310 -0.814
H -1.404 -1.287 -0.632
H 0.226 0.809 2.460
H 2.093 -0.180 0.048
H -1.471 1.120 1.808
H -1.662 0.387 -1.240
H 1.113 -1.681 0.237
*
```

* frontier orbital gap: 0.38856 hartree
* energy relative to the best compared isomer or geometry (same formula, charge and spin): 211.1 kJ/mol
* F_max: 0.6 eV/Å
* E_HOMO: -9.7655 eV

***

No. 2
DFT (the ωB97M-V functional and the def2-TZVPD basis) results for a 2-piece molecular cluster, C17H25N2O3 overall.

The geometry in ORCA input format:
```
! RIJCOSX wB97M-V def2-TZVPD def2/J DEFGRID3
* xyz -1 1
O -0.091 2.734 1.682
O 1.645 2.040 2.959
O 0.517 -1.126 -1.645
N 0.310 0.677 -0.074
N -1.868 2.624 -2.634
C 4.663 -2.738 0.383
C 0.918 2.018 1.952
C 1.355 0.977 0.889
C 3.170 -2.812 0.223
C -1.489 4.813 -1.267
C 1.039 -3.782 0.773
C 0.341 -2.912 -0.060
C 2.496 -1.947 -0.625
C 0.699 0.284 -1.381
C -2.189 4.773 0.092
C -3.701 4.622 -0.031
C 1.116 -1.982 -0.762
C -1.679 3.586 -2.036
C -1.801 -3.706 1.013
C -1.170 -3.045 -0.221
C -1.907 -1.733 -0.509
C 2.413 -3.738 0.927
H 2.247 1.391 0.400
H -1.951 5.702 0.613
H 3.052 -1.222 -1.203
H 4.934 -1.975 1.112
H 2.907 -4.431 1.596
H -2.979 -1.903 -0.400
H 0.507 -4.532 1.338
H -0.419 4.976 -1.130
H -4.140 5.435 -0.617
H -1.334 -3.720 -1.067
H 5.145 -2.503 -0.565
H 1.749 0.533 -1.578
H -1.420 -3.229 1.918
H -4.164 4.630 0.955
H -3.964 3.679 -0.513
H -1.569 -4.766 1.090
H -0.335 1.460 -0.083
H -1.769 3.964 0.695
H -1.740 -1.392 -1.524
H -1.870 5.642 -1.870
H -1.594 -0.947 0.175
H 1.661 0.080 1.424
H 5.055 -3.698 0.715
H -2.878 -3.562 1.004
H 0.083 0.762 -2.133
*
```

* frontier orbital gap: 0.28420 hartree
* F_max: 0.5 eV/Å
* E_HOMO: -4.6537 eV

***

No. 3
DFT (the ωB97M-V functional and the def2-TZVPD basis) results for one molecule with the formula C3H8N4.

The geometry in ORCA input format:
```
! RIJCOSX wB97M-V def2-TZVPD def2/J DEFGRID3
* xyz 0 1
N 1.846 0.199 -0.450
N -0.042 0.387 1.129
N 0.312 1.675 -0.814
N 0.902 -1.709 0.540
C -1.838 0.438 -0.720
C -0.473 0.772 -0.202
C 0.819 -0.369 0.267
H -0.721 -0.237 1.560
H -2.195 -0.508 -0.304
H -1.807 0.357 -1.807
H 1.574 -2.241 0.009
H -2.558 1.221 -0.465
H 0.907 2.154 -0.135
H 2.747 0.000 0.018
H 0.527 -2.139 1.374
*
```

* frontier orbital gap (alpha / beta): 0.30323 / 0.30323 hartree
* energy relative to the best compared isomer or geometry (same formula, charge and spin): 440.5 kJ/mol
* F_max: 4.4 eV/Å
* E_HOMO (alpha / beta): -8.0181 / -8.0173 eV

***

No. 4
DFT (the ωB97M-V functional and the def2-TZVPD basis) results for a 7-piece molecular cluster, C31H72NO12 overall.

The geometry in ORCA input format:
```
! RIJCOSX wB97M-V def2-TZVPD def2/J DEFGRID3
* xyz 1 1
O 4.889 -7.391 6.867
O -2.476 3.604 -3.518
O 0.571 10.630 2.484
O 3.579 -5.319 -4.991
O -4.380 -3.354 -2.497
O -1.536 -3.777 1.802
O 0.512 8.139 0.918
O 0.549 -5.276 3.242
O 0.999 -4.137 -4.207
O -2.960 -1.125 -3.787
O -1.643 4.249 -6.265
O 3.081 -5.069 6.905
N -1.213 2.258 1.000
C 0.428 -4.931 -5.241
C 3.610 -4.330 -6.014
C 5.312 -6.959 8.154
C 2.874 -6.232 6.105
C -3.762 -2.919 -1.293
C -1.462 -5.201 1.850
C -0.494 9.682 2.529
C 1.831 -4.896 -3.332
C 0.003 8.263 2.244
C -1.835 -1.996 -3.838
C -1.814 2.365 -3.708
C -2.591 4.298 1.776
C -1.963 5.226 -5.276
C 3.469 -7.480 6.760
C 1.930 8.249 0.864
C -1.657 4.720 -3.865
C -5.027 -2.290 -3.194
C -0.460 3.432 0.394
C -0.473 -3.201 1.054
C 0.652 11.300 1.231
C 3.310 -4.766 -3.704
C -0.814 -5.690 3.147
C -1.595 4.633 0.499
C 4.203 -4.307 6.478
C 0.708 -4.103 4.031
C 3.058 2.325 1.642
C -2.780 3.500 -6.680
C 1.944 2.995 1.375
C -4.142 -1.728 -4.309
C 0.726 4.083 1.337
C -2.145 2.771 2.098
H 3.281 -6.086 5.097
H 2.308 9.041 1.516
H -0.677 1.422 1.297
H 0.760 7.958 2.979
H 0.101 -4.264 -6.041
H 5.297 -7.806 8.848
H -0.594 4.467 -3.761
H 0.699 -4.374 5.092
H 5.055 -4.938 6.211
H -0.439 -5.471 -4.853
H -1.381 -5.353 4.023
H -0.392 -2.148 1.333
H -3.351 4.079 -7.413
H -1.905 1.975 0.277
H 2.215 8.484 -0.163
H 1.650 11.736 1.141
H -3.253 -1.959 -1.407
H 1.144 -5.644 -5.659
H -4.516 -2.839 -0.504
H -1.885 5.518 -3.151
H -3.889 -2.508 -5.039
H 1.792 -6.369 6.014
H -3.121 2.151 2.232
H 0.486 -3.686 1.256
H 1.056 5.072 0.833
H 4.504 -3.653 7.300
H -2.091 -3.020 -3.552
H 1.689 -4.493 -2.324
H 2.819 -3.586 -5.899
H -2.570 1.578 -3.758
H -2.489 -5.577 1.811
H 4.101 1.977 2.020
H 2.384 7.296 1.149
H -2.120 4.789 -0.519
H -3.648 4.509 1.381
H -0.928 -5.590 0.974
H -0.156 3.263 -0.719
H -0.088 12.106 1.199
H 1.677 -3.659 3.791
H -0.070 -3.361 3.840
H -1.293 9.967 1.834
H -3.024 -3.669 -0.998
H -0.843 7.573 2.329
H -3.012 5.536 -5.365
H -1.338 6.100 -5.476
H -0.697 -3.269 -0.014
H -1.415 -1.995 -4.846
H -2.428 2.582 -7.155
H -5.331 -1.500 -2.496
H 4.583 -3.829 -6.007
H 3.479 -4.830 -6.976
H -5.932 -2.706 -3.643
H -1.153 2.168 -2.859
H -1.196 5.680 0.832
H -1.472 2.634 3.040
H -3.431 3.231 -5.845
H -2.294 4.877 2.728
H -0.905 9.712 3.541
H 3.019 -7.663 7.743
H 3.250 -8.344 6.126
H 0.296 4.289 2.383
H -1.083 -1.623 -3.140
H -0.816 -6.783 3.147
H 3.924 -3.691 5.619
H 3.902 -5.335 -2.982
H 3.638 -3.720 -3.657
H 1.521 -5.949 -3.321
H -1.234 2.342 -4.635
H 0.491 10.627 0.385
H 6.338 -6.593 8.071
H -4.698 -0.945 -4.833
H 4.688 -6.155 8.552
*
```

* frontier orbital gap: 0.27072 hartree
* F_max: 7.2 eV/Å
* E_HOMO: -10.4486 eV

***

Repeat the first record exactly.
DFT (the ωB97M-V functional and the def2-TZVPD basis) results for C5H6O2 as an isolated structure.

The geometry in ORCA input format:
```
! RIJCOSX wB97M-V def2-TZVPD def2/J DEFGRID3
* xyz 0 1
O 0.847 -0.448 -2.599
O 0.108 1.561 0.470
C 0.436 -0.526 -1.477
C -0.432 0.876 1.594
C 1.114 -0.637 -0.098
C -0.100 0.162 0.371
C -0.938 -0.310 -0.814
H -1.404 -1.287 -0.632
H 0.226 0.809 2.460
H 2.093 -0.180 0.048
H -1.471 1.120 1.808
H -1.662 0.387 -1.240
H 1.113 -1.681 0.237
*
```

* frontier orbital gap: 0.38856 hartree
* energy relative to the best compared isomer or geometry (same formula, charge and spin): 211.1 kJ/mol
* F_max: 0.6 eV/Å
* E_HOMO: -9.7655 eV

***

The highest F_max belongs to which entry?
C31H72NO12

***

Which of these has the lowest F_max?
C17H25N2O3

***

The highest F_max belongs to which entry?
C31H72NO12